Density functional theory data (ωB97M-V with the def2-TZVPD basis set) for a molecular structure, C9H18BrNO at a distorted geometry.

```
30
Properties=species:S:1:pos:R:3:forces:R:3
C 2.046 1.919 0.625 -0.66 -0.21 -0.80
C 1.074 0.658 0.631 1.78 -0.12 -0.22
C -0.222 1.040 1.354 -1.67 0.83 -0.92
C -1.451 0.139 1.088 5.37 -0.16 -0.99
C -1.638 0.016 -0.370 -0.94 -1.12 0.29
C -0.474 -0.593 -1.183 0.65 0.28 -0.30
N 0.786 0.174 -0.802 5.01 0.48 -3.70
O 1.849 0.276 -1.742 -6.02 -0.34 5.05
C -0.855 -0.474 -2.650 1.45 1.12 -1.73
C -0.137 -2.089 -0.974 -0.77 -1.35 0.91
C 1.757 -0.491 1.429 -0.85 0.07 0.10
H 3.067 1.852 0.249 -0.12 -0.92 -0.13
H 2.160 2.346 1.621 -0.48 -0.29 0.16
H 1.594 2.676 -0.015 -0.19 0.14 0.12
H -0.453 2.021 0.937 -0.25 0.32 0.13
H -0.092 1.205 2.423 0.48 -0.23 -0.07
H -2.308 0.605 1.574 0.00 0.28 -0.12
H -1.157 -0.803 1.551 -0.88 -0.31 0.10
H -1.995 0.955 -0.793 0.35 0.07 -0.24
H -2.450 -0.700 -0.495 -0.22 -0.01 -0.41
H -0.019 -0.750 -3.293 0.00 -0.95 0.11
H -0.942 0.526 -3.073 -0.40 0.63 0.91
H -1.770 -0.968 -2.976 0.18 -0.43 0.64
H 0.253 -2.445 -0.020 0.37 0.79 0.12
H 0.465 -2.567 -1.746 0.34 0.79 -0.17
H -1.033 -2.709 -0.993 -0.65 0.46 -0.30
H 1.134 -1.384 1.471 0.23 -0.10 -0.47
H 1.697 -0.169 2.469 0.65 0.26 0.01
H 2.773 -0.690 1.088 -0.16 -0.06 0.08
Br -3.660 0.421 2.611 -2.59 0.08 1.83
```
Positions in Å, forces in eV/Å.

Computed properties:
frontier orbital gap: 0.11672 hartree
largest force on an atom: 0.153 hartree/bohr
total charge: 0
molar mass: 236.15 u
highest occupied orbital energy: -6.87 eV
ΔE to the lowest compared entry with this formula, charge and spin: 290.83 kJ/mol

Here are the Mulliken charges for atoms 1 to 6, given in e: number 1, C, carries -1.57; number 2, C, carries 1.13; number 3, C, carries -1.08; number 4, C, carries -0.67; number 5, C, carries -0.97; number 6, C, carries 1.48

=====

Density functional theory data (ωB97M-V with the def2-TZVPD basis set) for 4 unconnected molecules or ions with the total composition C9H18Cl9NO2 at a distorted geometry.

```
39
Properties=species:S:1:pos:R:3:forces:R:3
C -0.372 -1.001 2.323 -1.02 -1.10 -0.07
O -1.761 -0.872 2.690 1.19 1.21 0.29
C -2.071 0.473 3.103 -1.35 -0.47 -0.91
C -2.788 1.221 1.944 1.43 -0.54 -0.34
N -1.921 1.563 0.811 -0.70 0.27 0.01
C -0.985 2.621 1.098 1.21 -0.15 -0.21
C 0.090 2.757 0.037 0.27 0.07 -0.44
O 0.830 1.551 0.004 -0.27 0.20 0.01
C 1.878 1.523 -0.957 -0.42 0.36 0.51
H -0.281 -2.086 2.226 0.38 0.14 -0.45
H 0.365 -0.706 3.073 -0.36 0.39 0.24
H -0.201 -0.476 1.386 0.37 -0.04 0.08
H -1.177 0.990 3.439 -0.04 0.05 0.34
H -2.840 0.323 3.863 0.35 0.38 0.47
H -3.233 2.160 2.272 -0.36 -0.18 0.23
H -3.512 0.499 1.563 -0.47 0.33 0.15
H -1.495 0.743 0.409 0.29 0.06 0.00
H -0.390 2.434 2.003 -0.29 0.14 0.32
H -1.478 3.591 1.180 -0.25 -0.08 0.17
H 0.787 3.573 0.266 -0.14 0.15 0.32
H -0.327 3.020 -0.944 -0.15 -0.36 -0.11
H 2.539 2.387 -0.841 0.14 -0.07 0.14
H 1.457 1.518 -1.967 0.61 0.26 0.62
H 2.375 0.582 -0.729 0.43 0.25 -0.42
Cl 6.370 -0.970 -1.806 0.53 0.03 -0.15
C 5.567 -1.820 -3.110 -0.93 0.21 -0.32
Cl 6.574 -2.758 -4.218 0.15 0.10 0.59
Cl 4.591 -0.694 -4.094 0.33 0.15 0.14
H 4.854 -2.455 -2.598 0.10 -0.33 -0.32
Cl -4.974 -2.646 -0.233 -0.24 -0.03 0.01
C -3.270 -2.501 0.154 0.16 -0.02 0.07
Cl -2.295 -2.934 -1.272 -0.23 -0.06 0.24
Cl -2.840 -3.480 1.555 -0.08 -0.17 -0.27
H -3.081 -1.467 0.418 0.18 -0.02 -0.07
Cl 0.591 -1.289 -0.874 0.09 -0.54 -0.55
C 0.553 -1.386 -2.654 -0.89 0.08 0.64
Cl 1.866 -2.341 -3.283 0.23 0.13 -0.15
Cl 0.353 0.260 -3.289 -0.18 -0.83 -1.04
H -0.348 -1.908 -2.948 -0.08 0.03 0.21
```
Positions in Å, forces in eV/Å.

Computed properties:
SMILES string: COCCNCCOC.ClC(Cl)Cl.ClC(Cl)Cl.ClC(Cl)Cl
frontier orbital gap: 0.33265 hartree
largest force on an atom: 0.034 hartree/bohr
total charge: 0
molar mass: 491.32 u
highest occupied orbital energy: -8.63 eV

Here are the Mulliken charges for atoms 1 to 6, given in e: number 1, C, carries -0.25; number 2, O, carries -0.33; number 3, C, carries -0.46; number 4, C, carries -0.90; number 5, N, carries -0.22; number 6, C, carries -0.27

=====

Density functional theory data (ωB97M-V with the def2-TZVPD basis set) for a molecular structure, C9H18ClIN2OPV at a distorted geometry.

```
34
Properties=species:S:1:pos:R:3:forces:R:3
C -1.496 1.676 1.298 -1.12 -0.18 0.48
I -0.490 -1.494 2.593 -0.25 0.72 -0.85
H -1.440 2.684 0.868 -0.05 -0.69 -0.21
H -0.790 1.596 2.146 0.33 -0.19 -0.06
H -2.509 1.459 1.659 0.43 -0.07 0.05
V -0.291 0.084 0.572 0.84 3.49 1.45
P -2.342 0.034 -0.712 -1.83 0.39 -2.00
C -3.410 -1.412 -0.462 0.44 -0.05 0.83
C -3.492 1.431 -0.853 0.27 0.33 0.53
H -1.299 0.689 -2.814 -0.20 -0.32 -0.02
H -2.791 -0.283 -3.053 0.18 -0.01 0.21
H -1.267 -1.105 -2.592 -0.19 0.26 -0.21
C -1.863 -0.189 -2.472 0.71 0.09 0.30
H -2.949 2.343 -1.132 -0.11 -0.16 0.03
H -4.231 1.208 -1.632 0.17 -0.13 0.17
H -4.117 -1.459 -1.301 0.14 0.14 0.18
H -3.941 -1.286 0.488 -0.06 -0.26 -0.18
H -3.997 1.593 0.104 -0.11 0.05 -0.27
H -2.803 -2.324 -0.443 -0.34 0.04 0.04
C -0.243 -1.653 -0.286 -0.27 -7.55 -2.09
O -0.192 -2.772 -0.644 -0.11 5.60 1.35
Cl 0.271 1.849 -0.823 0.06 -1.39 0.71
C 2.052 -0.721 -1.945 0.03 0.60 -0.07
C 2.522 -0.544 -0.557 0.84 -0.46 -0.92
N 1.864 -0.244 0.552 0.01 0.60 2.22
C 2.778 -0.216 1.600 -3.61 0.31 -0.82
C 4.011 -0.568 1.111 1.95 -0.78 -3.22
N 3.828 -0.744 -0.255 0.82 0.25 2.24
H 2.891 -0.450 -2.613 -0.46 -0.24 0.06
H 1.768 -1.773 -2.128 0.21 0.27 0.01
H 1.201 -0.044 -2.140 0.45 -0.53 -0.06
H 2.477 0.019 2.610 0.13 -0.01 0.05
H 4.956 -0.724 1.607 0.19 0.08 0.06
H 4.529 -0.936 -0.955 0.49 -0.20 0.01
```
Positions in Å, forces in eV/Å.

Computed properties:
frontier orbital gap (spin up / spin down): 0.25833 / 0.20761 hartree
largest force on an atom: 0.152 hartree/bohr
total charge: +3
molar mass: 414.53 u
highest occupied orbital energy (spin up / spin down): -20.56 / -20.57 eV
ΔE to the lowest compared entry with this formula, charge and spin: 141.60 kJ/mol
multiplicity: 2

Here are the Mulliken charges for atoms 1 to 6, given in e: number 1, C, carries -1.02; number 2, I, carries 0.20; number 3, H, carries 0.60; number 4, H, carries 0.29; number 5, H, carries 0.53; number 6, V, carries -0.57

=====

Density functional theory data (ωB97M-V with the def2-TZVPD basis set) for a single C9H18ClN3O3 molecule at a distorted geometry.

```
34
Properties=species:S:1:pos:R:3:forces:R:3
H -5.121 -1.781 1.361 0.52 0.20 0.12
N -4.188 -1.367 1.508 -0.51 2.79 -0.82
C -4.305 -0.094 1.216 0.40 -2.04 0.89
N -5.628 0.431 0.807 1.70 0.23 0.22
N -3.109 0.770 1.337 -1.80 -1.02 -1.79
C -1.922 0.138 0.689 1.10 0.32 -0.57
C -0.782 1.261 0.598 0.50 -0.25 -0.76
C 0.701 0.667 0.508 -0.26 0.16 0.43
C 1.337 0.402 1.962 -1.82 0.41 -0.15
O 2.243 -0.736 1.965 0.86 -0.31 -2.43
C 3.156 -0.652 0.872 0.68 1.91 1.10
O 3.804 0.390 0.735 -1.56 -2.90 -0.51
O 3.256 -1.808 0.094 -0.54 2.50 1.08
C 3.613 -1.525 -1.281 0.18 -0.98 -2.11
C 2.349 -1.202 -2.231 0.99 -0.06 -0.58
C 2.126 0.356 -2.501 -1.50 -0.21 1.32
Cl 2.331 0.805 -4.263 0.05 -0.22 1.08
H -5.999 1.089 1.503 0.30 -0.18 -0.55
H -5.525 0.875 -0.115 -0.28 0.06 0.68
H -3.287 1.624 0.776 -0.02 -0.55 0.74
H -2.158 -0.154 -0.398 0.25 0.21 1.47
H -1.593 -0.818 1.202 -0.49 1.38 -0.27
H -0.963 1.809 -0.396 0.22 -0.53 1.52
H -0.819 2.029 1.432 -0.21 -1.01 -0.85
H 1.348 1.410 -0.053 -0.72 -1.06 0.62
H 0.629 -0.323 -0.068 0.35 1.33 0.83
H 1.791 1.342 2.422 -0.31 -1.30 -0.82
H 0.447 0.104 2.624 1.53 0.16 -0.74
H 4.427 -0.746 -1.412 -1.14 -0.74 0.57
H 4.050 -2.502 -1.696 -0.62 1.30 0.99
H 1.401 -1.745 -1.890 1.38 0.93 -0.23
H 2.611 -1.668 -3.248 -0.37 0.65 1.47
H 1.035 0.582 -2.229 1.60 -0.13 -0.70
H 2.744 1.039 -1.828 -0.47 -1.06 -1.24
```
Positions in Å, forces in eV/Å.

Computed properties:
SMILES string: [H]/N=C(\N)NCCCCOC(=O)OCCCCl
frontier orbital gap: 0.37053 hartree
largest force on an atom: 0.065 hartree/bohr
total charge: 0
molar mass: 251.71 u
highest occupied orbital energy: -9.63 eV

Here are the Mulliken charges for atoms 1 to 6, given in e: number 1, H, carries 0.30; number 2, N, carries -0.61; number 3, C, carries 0.35; number 4, N, carries -0.59; number 5, N, carries -0.36; number 6, C, carries -0.46